The following is a quantum chemistry calculation of C46H62N7ORbS4 as an isolated structure at a distorted geometry, from the OMol25 dataset.

CARTESIAN COORDINATES (ANGSTROEM)
Rb -0.810 0.038 -0.196
C -3.781 -2.065 -3.883
C -2.701 -2.951 -4.390
S -1.035 -2.235 -4.173
C 0.060 -3.657 -3.960
C -0.031 -4.445 -2.625
S -1.360 -3.808 -1.451
C -1.111 -5.094 -0.175
C -2.350 -5.204 0.730
S -3.486 -3.903 0.602
C -4.492 -4.141 -0.983
C -5.078 -2.872 -1.497
S -3.650 -1.854 -2.074
H -4.767 -2.428 -4.252
H -3.604 -1.069 -4.269
H -2.836 -3.197 -5.447
H -2.762 -3.885 -3.864
H 1.049 -3.189 -3.999
H -0.116 -4.318 -4.817
H 0.955 -4.360 -2.139
H -0.271 -5.487 -2.836
H -0.226 -4.804 0.410
H -0.822 -6.020 -0.651
H -1.979 -5.136 1.796
H -2.901 -6.130 0.665
H -5.265 -4.769 -0.509
H -3.880 -4.724 -1.782
H -5.524 -2.299 -0.678
H -5.847 -3.018 -2.261
C 5.742 -1.748 -1.292
C 4.760 -2.880 -0.961
C 3.530 -2.381 -0.211
C 3.077 -2.799 0.999
C 3.656 -3.965 1.770
C 4.930 -3.687 2.608
C 1.965 -1.883 1.358
C 1.290 -1.879 2.635
C 0.456 -0.916 3.205
C 0.146 -0.678 4.635
C 0.601 -1.601 5.729
C -0.443 -2.724 5.904
C -0.552 0.528 4.722
C -0.601 1.040 3.316
C -1.011 2.359 2.959
C -0.737 3.152 1.833
N -0.003 2.786 0.737
C 0.037 3.804 -0.161
C 0.449 3.722 -1.512
C 1.266 2.691 -2.057
N 1.579 1.534 -1.413
C 2.349 0.780 -2.207
C 2.946 -0.441 -1.833
C 2.732 -1.220 -0.645
N 1.775 -1.041 0.291
C 2.518 1.467 -3.517
C 1.821 2.639 -3.428
C 1.820 3.807 -4.379
C 2.977 4.765 -4.060
C 3.271 0.964 -4.718
C 2.313 0.464 -5.747
C -0.802 4.953 0.313
C -1.246 4.505 1.560
C -2.313 5.107 2.444
C -3.656 4.398 2.322
C -1.198 6.226 -0.357
C -0.242 7.386 -0.099
N -0.053 0.109 2.490
C -0.937 1.245 5.987
C 0.239 1.801 6.736
H 6.726 -2.109 -1.619
H 5.903 -1.132 -0.414
H 5.328 -1.012 -2.030
H 5.256 -3.581 -0.303
H 4.421 -3.458 -1.854
H 3.874 -4.792 1.069
H 2.919 -4.313 2.455
H 5.494 -2.882 2.081
H 5.493 -4.626 2.690
H 4.728 -3.376 3.645
H 1.483 -2.775 3.220
H 0.661 -1.151 6.716
H 1.500 -2.104 5.431
H -1.445 -2.317 5.867
H -0.316 -3.183 6.896
H -0.350 -3.520 5.167
H -1.608 2.825 3.732
H 0.343 4.600 -2.158
H 3.489 -0.975 -2.653
H 0.835 4.324 -4.286
H 1.879 3.376 -5.388
H 2.949 5.203 -3.065
H 2.921 5.590 -4.803
H 3.930 4.243 -4.192
H 3.916 0.160 -4.411
H 3.903 1.820 -5.056
H 2.129 -0.577 -5.624
H 2.568 0.616 -6.797
H 1.352 0.924 -5.636
H -2.420 6.178 2.201
H -1.865 5.081 3.434
H -3.977 4.368 1.252
H -4.470 4.914 2.832
H -3.731 3.357 2.695
H -2.212 6.502 -0.012
H -1.243 5.962 -1.430
H -0.110 7.503 0.991
H -0.700 8.335 -0.497
H 0.760 7.236 -0.479
H -1.437 0.497 6.632
H -1.623 2.051 5.708
H 1.168 1.205 6.582
H 0.089 1.958 7.793
H 0.472 2.817 6.379
O -2.373 2.080 -2.119
H -2.944 2.503 -2.747
H -2.779 2.045 -1.264
N -7.374 0.001 1.189
C -6.386 0.603 1.448
N -5.387 1.301 1.812
C -4.285 1.207 1.164
N -3.284 1.129 0.506

Summary:
Energy relative to the best compared isomer or geometry (same formula, charge and spin): 0.0 kJ/mol
Total charge: -2